Record 1
{
  "formula": "C28H23BrN3O6Os",
  "method": "ωB97M-V/def2-TZVPD",
  "species": ["Os", "O", "C", "C", "C", "C", "C", "C", "C", "O", "N", "N", "C", "C", "Br", "C", "C", "C", "C", "C", "C", "C", "H", "H", "H", "H", "H", "H", "H", "H", "H", "H", "H", "H", "H", "H", "O", "C", "O", "C", "C", "C", "C", "C", "C", "C", "C", "C", "N", "H", "H", "H", "H", "H", "H", "C", "C", "O", "O", "H", "H", "H"],
  "coordinates": [[0.35635, 0.48348, 0.80567], [4.00141, -2.12775, 1.07169], [3.40663, -3.28384, 1.43882], [4.23568, -4.38274, 1.66047], [3.70358, -5.59747, 2.03936], [2.33162, -5.74311, 2.22624], [1.51196, -4.65197, 2.01493], [2.02660, -3.42207, 1.60149], [1.03233, -2.32729, 1.31637], [1.52526, -1.05632, 1.25896], [0.37436, -2.62721, -0.01474], [-0.05430, -1.64570, -0.71901], [-0.89070, -1.89378, -1.71835], [-1.44806, -0.86259, -2.47573], [-0.79391, 0.88532, -2.27169], [-2.45888, -1.06813, -3.39586], [-3.34954, -2.18857, -3.40711], [-3.91087, -2.59035, -4.63471], [-4.76013, -3.67355, -4.68670], [-5.10516, -4.33771, -3.51200], [-4.61249, -3.91116, -2.28424], [-3.74085, -2.84128, -2.22067], [3.33366, -1.42153, 1.08947], [5.30088, -4.24901, 1.53484], [4.36390, -6.43694, 2.20733], [1.91606, -6.68576, 2.55055], [0.44563, -4.74240, 2.19603], [0.19735, -2.39502, 2.03267], [0.05704, -3.58050, -0.19008], [-1.17597, -2.91711, -1.94536], [-2.59909, -0.31112, -4.15889], [-3.64637, -2.05879, -5.53913], [-5.16892, -3.99740, -5.63305], [-5.79022, -5.17379, -3.55296], [-4.93602, -4.39676, -1.37430], [-3.42930, -2.44801, -1.26095], [-0.00057, 4.46000, 0.70852], [0.32043, 3.31743, 0.54930], [-0.43627, 2.27125, 0.84371], [1.64573, 2.93165, -0.06190], [2.54908, 3.91944, -0.46531], [3.70617, 3.52546, -1.07274], [3.92310, 2.15706, -1.33610], [5.07018, 1.70484, -2.03251], [5.22218, 0.38343, -2.33200], [4.22523, -0.54158, -1.95626], [3.11492, -0.14111, -1.27027], [2.95040, 1.21580, -0.92324], [1.84337, 1.63377, -0.22777], [2.29396, 4.95138, -0.27467], [4.44892, 4.24851, -1.38267], [5.81490, 2.43156, -2.32840], [6.09871, 0.04127, -2.86329], [4.34639, -1.58614, -2.20875], [2.35829, -0.85317, -0.98221], [-3.10698, -0.99277, 2.88953], [-2.18024, -0.85094, 1.71387], [-2.41867, -1.31560, 0.61164], [-1.07998, -0.19942, 2.01046], [-3.95102, -1.62658, 2.63495], [-3.46124, -0.00312, 3.17669], [-2.56691, -1.39707, 3.74436]],
  "lowdin_spin": [2.45, 0.00, 0.00, 0.00, 0.00, 0.00, 0.00, 0.01, 0.04, 0.13, 0.30, 0.16, 0.09, 0.05, 0.05, 0.19, 0.03, 0.05, 0.00, 0.07, 0.00, 0.05, 0.00, 0.00, 0.00, 0.00, 0.00, 0.02, 0.01, 0.00, 0.01, 0.00, 0.00, 0.00, 0.00, 0.00, 0.03, 0.02, 0.13, 0.01, 0.00, 0.00, 0.00, 0.00, 0.00, 0.00, 0.00, 0.01, 0.01, 0.00, 0.00, 0.00, 0.00, 0.00, 0.00, 0.00, 0.01, 0.03, 0.07, 0.00, 0.00, 0.00],
  "relative_energy_kcal_mol": 5.9,
  "energy_ev": -118666.88173,
  "total_charge": 1,
  "spin_multiplicity": 5
}

=====

Record 2
{
  "formula": "C2H3IOS",
  "method": "ωB97M-V/def2-TZVPD",
  "species": ["C", "C", "O", "S", "I", "H", "H", "H"],
  "coordinates": [[-0.30210, -0.96332, -0.36789], [-1.00996, 0.09777, -0.32680], [-1.23440, 0.89626, 0.80766], [0.06411, -2.46042, -0.08108], [2.95568, 0.63592, -0.24608], [2.45018, -0.46066, 0.85122], [-1.65790, 0.43297, -1.15459], [-1.26560, 1.82149, 0.51755]],
  "mulliken_charge": [0.08, 0.03, -0.45, -0.25, -0.09, 0.09, 0.25, 0.34],
  "smiles": "OC=C=S.I",
  "relative_energy_kcal_mol": 54.8,
  "energy_ev": -23103.42221
}

=====

Record 3
{
  "formula": "CHF2NO2",
  "method": "ωB97M-V/def2-TZVPD",
  "species": ["C", "N", "O", "O", "F", "F", "H"],
  "coordinates": [[-0.83003, -0.23096, 0.05052], [-1.13596, 1.03156, -1.28959], [-0.11230, 1.35705, -1.73170], [-2.25004, 1.49139, -1.45070], [0.19281, -0.97259, -0.45326], [-1.96496, -0.95907, -0.00124], [-0.40901, 0.09307, 1.00257]],
  "mulliken_charge": [0.32, 0.76, -0.46, -0.49, -0.21, -0.18, 0.26],
  "relative_energy_kcal_mol": 32.2,
  "energy_ev": -12069.03636
}

=====

Record 4
{
  "formula": "C26H42EuN3O5PSSb",
  "method": "ωB97M-V/def2-TZVPD",
  "species": ["Eu", "C", "C", "N", "N", "C", "O", "C", "C", "C", "C", "C", "C", "C", "C", "C", "C", "C", "N", "H", "H", "H", "H", "H", "H", "H", "H", "H", "H", "H", "H", "O", "S", "O", "O", "O", "C", "C", "Sb", "C", "C", "C", "C", "H", "H", "H", "H", "H", "H", "H", "H", "H", "H", "H", "H", "H", "H", "H", "C", "C", "P", "C", "C", "C", "C", "H", "H", "H", "H", "H", "H", "H", "H", "H", "H", "H", "H", "H", "H", "H"],
  "coordinates": [[5.46418, -17.10358, 0.32577], [5.24823, -21.59408, -0.65116], [5.75642, -20.23318, -0.17668], [5.68136, -19.20776, -0.96496], [5.74642, -19.30024, -2.29044], [6.07318, -18.11658, -2.79258], [6.24986, -17.06863, -2.10749], [6.25714, -18.16168, -4.30486], [6.56826, -16.94484, -5.02235], [6.69775, -16.98889, -6.36899], [6.62045, -18.19029, -7.10523], [6.44014, -19.38623, -6.44621], [6.18438, -19.37313, -4.99832], [6.39192, -20.05327, 1.10253], [6.44975, -21.04941, 2.04633], [7.22308, -20.87511, 3.22548], [7.94637, -19.65771, 3.37355], [7.80054, -18.63666, 2.40640], [6.97265, -18.84416, 1.34465], [5.10684, -21.54217, -1.74299], [4.26296, -21.74198, -0.14326], [5.85858, -22.45806, -0.43020], [6.72412, -16.01519, -4.52516], [7.02579, -16.12891, -6.90731], [6.86110, -18.25901, -8.19375], [6.33557, -20.38986, -6.89394], [6.12030, -20.37375, -4.60500], [5.70756, -21.85194, 2.10816], [7.26158, -21.68606, 3.90130], [8.67430, -19.55729, 4.13986], [8.37428, -17.69725, 2.53921], [6.37853, -16.11930, 2.54956], [5.01410, -16.01224, 3.14621], [4.74306, -14.78055, 3.88726], [4.06691, -16.32644, 2.02523], [4.77743, -17.23250, 4.12787], [2.00900, -19.36721, 3.16332], [2.53158, -19.63630, 4.50027], [3.26687, -17.77496, 5.42343], [1.44534, -16.54504, 5.98002], [1.81588, -15.10472, 5.55026], [4.81967, -18.44933, 6.83411], [5.96173, -17.45113, 6.71472], [1.49146, -20.28618, 2.81861], [2.92445, -19.30652, 2.49583], [1.40585, -18.46116, 2.94400], [3.28134, -20.40169, 4.35635], [1.83632, -20.14662, 5.24102], [1.19862, -16.69810, 7.00802], [0.72614, -17.04141, 5.31790], [2.89095, -14.90601, 5.48735], [1.45388, -14.42713, 6.28369], [1.32879, -14.78439, 4.59129], [5.09092, -19.48710, 6.50174], [4.40967, -18.43855, 7.82008], [6.51051, -17.33053, 5.74772], [6.70699, -17.68123, 7.50792], [5.56983, -16.49375, 7.11882], [1.88487, -18.66260, -2.77047], [2.22016, -17.18537, -2.85598], [3.00584, -16.49417, -1.31224], [3.56340, -14.85057, -1.87898], [3.92734, -13.88154, -0.72782], [1.31779, -16.23130, -0.44881], [0.51334, -15.07758, -1.00533], [1.19755, -18.96393, -3.54806], [1.44646, -18.83578, -1.80403], [2.77012, -19.35101, -2.83684], [1.29408, -16.66550, -3.00153], [2.87500, -16.99004, -3.73070], [2.80548, -14.32058, -2.39350], [4.41872, -15.07126, -2.53262], [4.83135, -13.29995, -0.91999], [4.00958, -14.36484, 0.24960], [3.09994, -13.16727, -0.62279], [1.64122, -16.06874, 0.60090], [0.83429, -17.20217, -0.45332], [0.99258, -14.14913, -0.74959], [-0.50512, -15.03620, -0.57422], [0.37700, -15.08531, -2.10856]],
  "lowdin_spin": [7.00, 0.00, 0.01, -0.01, 0.00, 0.00, -0.01, 0.00, 0.00, 0.00, 0.00, 0.00, 0.00, 0.00, 0.00, 0.00, 0.00, 0.00, 0.00, 0.00, 0.00, 0.00, 0.00, 0.00, 0.00, 0.00, 0.00, 0.00, 0.00, 0.00, 0.00, -0.01, 0.00, 0.00, -0.01, 0.00, 0.00, 0.00, 0.00, 0.00, 0.00, 0.00, 0.00, 0.00, 0.00, 0.00, 0.00, 0.00, 0.00, 0.00, 0.00, 0.00, 0.00, 0.00, 0.00, 0.00, 0.00, 0.00, 0.00, 0.00, 0.00, 0.00, 0.00, 0.00, 0.00, 0.00, 0.00, 0.00, 0.00, 0.00, 0.00, 0.00, 0.00, 0.00, 0.00, 0.00, 0.00, 0.00, 0.00, 0.00],
  "relative_energy_kcal_mol": 116.1,
  "energy_ev": -88339.68299,
  "total_charge": -1,
  "spin_multiplicity": 8
}

=====

no.,molar mass (g/mol)
1,767.6
2,202.0
3,97.0
4,813.4